{"formula": "C2H3O2S", "method": "ωB97M-V with the def2-TZVPD basis set", "species": ["C", "S", "C", "O", "O", "H", "H", "H"], "positions_angstrom": [[-1.223, -0.177, 0.193], [0.284, -1.249, 0.219], [1.585, 0.270, -0.214], [1.031, 1.185, -0.775], [2.722, -0.125, -0.066], [-1.181, 0.384, 1.231], [-2.137, -0.708, 0.128], [-1.081, 0.420, -0.715]], "lumo_ev": 3.86, "total_charge": -1, "orbital_gap_ha": 0.28278, "total_energy_ha": -626.74074}

***

{"formula": "C3H4O4Pr", "method": "ωB97M-V with the def2-TZVPD basis set", "species": ["C", "O", "O", "C", "O", "C", "Pr", "H", "H", "O", "H", "H"], "positions_angstrom": [[-1.227, -0.269, 0.255], [-2.058, -0.779, 1.001], [-1.361, 0.978, -0.134], [-0.404, 1.403, -1.107], [-1.288, -0.417, -2.265], [-0.677, 0.648, -2.361], [-4.283, -0.577, 2.427], [-0.005, 0.861, -3.214], [-0.522, 2.483, -1.233], [0.167, -0.609, 0.327], [0.352, -1.150, 1.106], [0.642, 0.989, -0.638]], "lumo_ev": [-9.47, -9.42], "total_charge": 2, "orbital_gap_ha": [0.26217, 0.26423], "spin_multiplicity": 4, "total_energy_ha": -933.98918}

***

{"formula": "C4H7N2P", "method": "ωB97M-V with the def2-TZVPD basis set", "species": ["C", "C", "C", "C", "N", "N", "P", "H", "H", "H", "H", "H", "H", "H"], "positions_angstrom": [[-0.082, 0.602, 0.207], [-0.190, -0.712, -0.074], [-0.073, 1.751, -0.699], [-0.113, -1.704, -1.180], [0.198, 0.899, 1.447], [0.363, -0.035, 2.324], [0.111, -1.600, 2.053], [0.477, 2.586, -0.323], [-1.130, 2.238, -0.988], [0.349, 1.402, -1.724], [-1.069, -2.246, -1.383], [0.660, -2.386, -0.874], [0.076, -1.097, -2.002], [0.424, 0.303, 3.217]], "lumo_ev": [0.61, -1.37], "orbital_gap_ha": [0.24036, 0.27680], "spin_multiplicity": 3, "total_energy_ha": -607.28731}

***

{"formula": "C2H5OS", "method": "ωB97M-V with the def2-TZVPD basis set", "species": ["O", "C", "H", "H", "C", "S", "H", "H", "H"], "positions_angstrom": [[-2.431, 1.720, 2.083], [-1.387, 1.627, 1.487], [-1.177, 2.118, 0.526], [-0.528, 1.087, 1.908], [1.181, -1.403, -1.239], [0.216, 0.001, -0.621], [1.036, -1.568, -2.314], [2.250, -1.255, -1.067], [0.841, -2.327, -0.763]], "lumo_ev": 4.22, "total_charge": -1, "orbital_gap_ha": 0.24370, "total_energy_ha": -552.62574}

***

{"formula": "C15H32NO10PS2", "method": "ωB97M-V with the def2-TZVPD basis set", "species": ["C", "C", "C", "N", "C", "O", "S", "O", "O", "C", "C", "O", "C", "P", "S", "H", "H", "H", "H", "H", "H", "H", "H", "H", "H", "H", "H", "H", "H", "H", "H", "C", "C", "O", "C", "O", "O", "C", "H", "H", "H", "H", "H", "H", "H", "H", "C", "C", "O", "C", "O", "O", "C", "H", "H", "H", "H", "H", "H", "H", "H"], "positions_angstrom": [[1.780, -3.276, 5.642], [2.258, -1.966, 5.019], [2.083, -1.810, 3.486], [1.973, -3.044, 2.696], [0.658, -3.609, 2.602], [-0.198, -2.580, 2.071], [-1.765, -2.885, 2.166], [-2.236, -2.387, 3.419], [-2.308, -2.402, 0.940], [-1.926, -4.687, 2.184], [-0.689, -5.609, 2.081], [-0.532, -6.245, 3.332], [0.530, -4.799, 1.632], [2.028, -5.802, 1.275], [1.739, -7.718, 1.120], [2.138, -3.349, 6.669], [0.692, -3.337, 5.679], [2.161, -4.162, 5.128], [3.302, -1.791, 5.286], [1.696, -1.158, 5.491], [1.221, -1.186, 3.267], [2.948, -1.275, 3.095], [2.610, -3.733, 3.071], [0.224, -3.896, 3.569], [-2.432, -4.901, 3.122], [-2.607, -4.861, 1.353], [-0.913, -6.367, 1.327], [0.390, -6.505, 3.470], [0.268, -4.360, 0.664], [2.964, -5.480, 2.265], [2.521, -5.198, 0.114], [-1.383, 0.260, -0.243], [-0.649, 1.561, -0.464], [0.445, 1.413, -1.393], [0.105, 1.371, -2.676], [-1.008, 1.491, -3.125], [1.211, 1.190, -3.399], [0.989, 1.097, -4.810], [-0.688, -0.518, 0.073], [-2.139, 0.380, 0.532], [-1.878, -0.071, -1.154], [-0.171, 1.902, 0.453], [-1.313, 2.349, -0.819], [0.435, 1.961, -5.172], [0.441, 0.187, -5.048], [1.978, 1.069, -5.259], [-0.741, 4.647, -4.033], [-1.259, 5.544, -2.934], [-0.731, 6.883, -3.025], [-1.297, 7.656, -3.947], [-2.210, 7.354, -4.672], [-0.674, 8.837, -3.940], [-1.155, 9.764, -4.918], [0.351, 4.647, -4.038], [-1.090, 3.628, -3.865], [-1.090, 4.985, -5.009], [-0.925, 5.196, -1.958], [-2.347, 5.588, -2.933], [-2.231, 9.895, -4.827], [-0.916, 9.415, -5.921], [-0.641, 10.698, -4.713]], "lumo_ev": 0.19, "orbital_gap_ha": 0.35513, "total_energy_ha": -2535.62175}

***

{"formula": "C22H26B2N8O4Pb", "method": "ωB97M-V with the def2-TZVPD basis set", "species": ["Pb", "C", "C", "N", "N", "C", "B", "N", "C", "C", "C", "N", "N", "C", "C", "C", "N", "N", "C", "C", "C", "N", "H", "H", "H", "H", "H", "H", "H", "H", "H", "H", "H", "H", "C", "O", "C", "C", "O", "C", "H", "H", "H", "H", "H", "H", "H", "H", "H", "H", "O", "B", "O", "C", "C", "C", "C", "C", "C", "H", "H", "H", "H"], "positions_angstrom": [[0.666, -0.218, 0.103], [0.980, 3.557, 2.627], [1.426, 2.726, 1.610], [0.545, 1.749, 1.405], [-0.467, 1.927, 2.269], [-0.221, 3.005, 3.025], [-1.639, 0.915, 2.417], [-2.308, 0.657, 1.047], [-3.608, 0.786, 0.738], [-3.791, 0.388, -0.569], [-2.524, 0.009, -0.995], [-1.644, 0.179, -0.015], [-1.007, -0.385, 2.933], [-1.063, -0.911, 4.163], [-0.302, -2.063, 4.179], [0.207, -2.166, 2.891], [-0.223, -1.147, 2.158], [-2.697, 1.454, 3.344], [-3.347, 2.643, 3.214], [-4.418, 2.637, 4.071], [-4.359, 1.380, 4.691], [-3.338, 0.688, 4.241], [1.450, 4.434, 3.016], [2.323, 2.796, 1.027], [-0.886, 3.315, 3.804], [-4.333, 1.167, 1.427], [-4.708, 0.366, -1.118], [-2.196, -0.349, -1.948], [-1.663, -0.450, 4.922], [-0.147, -2.721, 5.006], [0.835, -2.921, 2.464], [-3.008, 3.393, 2.527], [-5.146, 3.406, 4.233], [-5.021, 0.957, 5.419], [1.722, -2.789, -2.644], [1.998, -2.421, -1.310], [3.327, -2.677, -0.891], [3.386, -2.499, 0.629], [3.108, -1.188, 1.080], [4.197, -0.285, 1.017], [1.980, -3.836, -2.827], [2.264, -2.163, -3.360], [0.649, -2.662, -2.777], [4.039, -2.014, -1.403], [3.606, -3.713, -1.126], [4.364, -2.828, 1.002], [2.610, -3.129, 1.073], [5.067, -0.702, 1.531], [3.871, 0.615, 1.534], [4.474, -0.035, -0.010], [-0.420, 0.040, -3.219], [0.744, 0.443, -2.626], [1.725, 0.658, -3.549], [1.156, 0.396, -4.779], [1.699, 0.450, -6.045], [0.859, 0.084, -7.088], [-0.462, -0.297, -6.881], [-1.012, -0.337, -5.609], [-0.174, 0.011, -4.571], [2.719, 0.759, -6.213], [1.252, 0.099, -8.091], [-1.076, -0.565, -7.727], [-2.039, -0.619, -5.445]], "lumo_ev": [-2.44, -4.45], "total_charge": 1, "orbital_gap_ha": [0.31760, 0.26089], "spin_multiplicity": 2, "total_energy_ha": -1835.39243}